A 2-piece molecular cluster, C2H9N5 overall at a distorted geometry, computed with the ωB97M-V functional and the def2-TZVPD basis.

Geometry as ORCA input:
```
! wB97M-V def2-TZVPD RIJCOSX def2/J DEFGRID3
* xyz 2 1
N -0.5954 -1.7674 0.1525
H 1.7073 1.0174 1.0871
H 0.3787 -1.6325 0.4111
N 1.9782 0.8367 0.1449
H 4.1809 1.1865 -0.0777
H -3.2918 -1.5604 0.1446
C -2.6507 -0.7291 0.0847
H -0.9714 -2.7789 0.1811
N -3.1955 0.4357 0.0276
H 3.4730 0.5203 -1.3003
N -3.6273 1.5431 0.1396
H 3.4198 -0.4459 0.2642
C 3.2514 0.4444 -0.2992
N -1.3138 -0.7423 0.0498
H 1.5760 1.5613 -0.4488
H -4.3193 2.1110 -0.5613
*
```

## Properties
E_HOMO (spin up / spin down)   -18.004 / -16.003 eV
LUMO (spin up / spin down)   -8.766 / -11.949 eV
HOMO-LUMO gap (spin up / spin down)   9.24 / 4.05 eV
ΔE to the lowest compared entry with this formula, charge and spin   176.9 kcal per mole